123
Properties=species:S:1:pos:R:3:forces:R:3:mulliken_charge:R:1 method="wB97M-V/def2-TZVPD" homo_ev=-10.4 total_charge=+1 homo_lumo_gap_ev=6.45 mol_weight_da=1077.8
C 0.673 0.250 4.625 0.12 0.30 0.10 -0.94
B 0.162 1.563 3.772 0.00 0.66 4.15 1.25
O -0.060 2.680 4.683 1.47 -1.47 -2.11 -0.84
N 0.000 1.697 2.308 2.39 0.26 -1.70 0.83
C 1.279 1.782 1.571 -1.18 0.19 0.33 -0.81
N 1.972 2.921 1.488 -0.89 -1.28 0.37 -0.55
I 1.403 4.665 2.497 0.07 -0.62 -0.10 0.24
C 3.231 3.080 0.709 1.16 0.04 -0.71 0.87
C 3.422 4.438 -0.109 0.20 -0.29 -2.05 -0.84
C 2.130 4.896 -0.968 0.71 0.92 0.14 -0.12
O 4.055 5.521 0.600 -0.34 -0.96 -0.03 -0.46
N 1.709 0.563 0.912 0.30 0.84 0.34 1.95
C 2.814 -0.161 1.492 5.08 -2.75 2.04 0.41
C 2.714 -1.265 2.552 1.68 1.32 -1.51 -0.52
C 3.954 -1.942 3.070 -0.65 -0.01 0.11 -0.44
N 5.318 -1.751 2.759 -4.73 2.90 -2.55 -0.53
C 5.376 -0.764 1.752 -0.10 0.40 -0.37 -0.51
C 4.285 0.038 1.084 -1.30 -1.46 1.67 -0.38
C 0.866 -0.027 -0.098 -1.47 -0.21 -1.76 0.77
O 1.149 0.335 -1.491 2.70 0.04 0.73 0.07
B 2.414 0.026 -2.003 1.90 -0.96 -2.13 0.35
O 3.584 0.895 -2.076 -2.29 -0.48 -0.14 -0.65
O 2.663 -1.241 -2.695 -0.21 1.53 2.26 -0.59
P 0.762 -1.963 -0.112 -1.00 -2.19 0.89 0.28
C -0.038 -2.552 -1.757 0.24 0.17 -0.56 -1.07
O 2.282 -2.731 -0.159 -0.91 0.52 -0.19 -0.40
C -0.644 0.623 0.057 0.38 0.07 -1.39 -0.77
O -1.639 -0.082 -0.694 0.55 -0.43 1.09 -0.67
S -0.633 2.185 -1.038 -0.31 0.62 0.36 -0.28
C -1.066 0.962 1.592 -2.38 -1.12 -1.41 0.93
C -1.592 -0.405 2.223 -0.90 -1.18 1.04 -0.71
C -3.117 -0.850 1.891 0.20 -2.11 -0.06 -0.12
C -3.123 -2.478 1.851 0.02 1.22 0.92 -1.07
O -4.037 -0.508 2.987 0.29 1.05 -1.99 -0.59
C -2.374 1.872 1.493 -0.13 3.49 -0.06 -1.48
C -1.996 3.532 1.625 -1.53 2.26 -0.04 1.10
C -2.298 4.220 3.135 -0.56 -2.13 -1.00 -1.11
O -3.181 4.430 1.786 3.05 -4.58 -0.92 -0.51
H 0.396 0.321 5.736 0.24 0.08 -1.64 0.35
H 0.257 -0.734 4.253 0.96 1.05 0.35 0.11
H 1.822 0.312 4.596 -1.51 -0.57 -0.08 0.36
H 0.610 2.622 5.405 -1.16 -0.15 -0.42 0.28
H 3.231 2.274 -0.091 0.05 0.87 1.17 -0.24
H 4.117 2.992 1.434 -1.31 -0.12 -1.03 0.30
H 4.182 4.163 -0.937 -1.25 -0.06 1.26 0.43
H 1.406 5.543 -0.376 0.88 -0.97 -0.55 -0.03
H 1.569 4.020 -1.424 0.88 0.98 0.68 -0.01
H 2.555 5.575 -1.793 -0.64 -1.18 1.18 -0.02
H 5.023 5.384 0.532 -0.87 0.23 -0.02 0.38
H 1.694 -1.599 2.924 1.67 0.41 -0.52 0.35
H 3.779 -2.760 3.858 0.19 1.39 -1.31 0.34
H 6.447 -0.551 1.394 -1.83 -0.26 0.52 0.35
H 4.583 0.778 0.269 -0.42 -1.31 1.33 0.22
H 3.975 0.820 -2.977 -0.22 -0.20 1.08 0.29
H 3.416 -1.631 -2.187 -0.61 0.15 -0.89 0.28
H -0.902 -3.254 -1.501 1.07 1.09 -0.05 0.40
H 0.711 -3.185 -2.357 -0.95 1.24 0.94 0.27
H -0.418 -1.670 -2.366 0.55 -1.25 0.64 0.38
H 2.153 -3.591 0.305 0.14 0.80 -0.23 0.32
H -1.802 -1.001 -0.407 0.32 0.32 0.28 0.30
H -0.816 1.762 -2.361 0.32 -0.31 1.60 0.20
H -1.687 -0.428 3.374 0.49 0.62 -1.64 0.38
H -0.957 -1.327 1.983 -0.49 1.55 0.08 -0.19
H -3.526 -0.492 0.904 0.52 -0.03 1.13 0.68
H -2.396 -2.794 2.685 -1.08 0.08 -1.38 0.15
H -4.177 -2.805 2.171 1.65 0.32 -0.80 0.29
H -2.815 -2.885 0.838 -0.41 0.28 1.37 0.31
H -4.734 0.015 2.525 0.55 -0.55 0.96 0.39
H -3.145 1.766 2.311 1.18 -0.36 -0.66 0.48
H -2.946 1.777 0.500 1.20 0.02 1.43 0.35
H -1.050 3.930 1.015 -2.40 -0.65 1.48 0.08
H -3.278 4.486 3.629 1.73 1.39 0.58 0.44
H -2.297 3.156 3.573 -1.13 0.46 -0.53 0.00
C 3.398 -6.589 -2.255 0.08 -0.04 0.00 -1.06
S 1.730 -6.249 -1.656 0.02 -0.21 0.09 0.72
O 1.671 -6.678 -0.226 0.09 0.23 -0.36 -0.66
C 0.914 -7.524 -2.639 -0.05 -0.09 -0.01 -0.98
H 4.092 -5.923 -1.740 -0.13 -0.01 0.01 0.32
H 3.667 -7.625 -2.045 -0.09 0.03 0.04 0.37
H 3.446 -6.398 -3.329 -0.05 0.02 0.04 0.35
H 1.335 -8.502 -2.405 0.04 0.08 0.07 0.36
H 1.041 -7.303 -3.700 0.02 0.05 0.05 0.36
H -0.149 -7.519 -2.395 0.10 0.09 0.06 0.22
C 3.271 8.814 -2.756 0.03 -0.03 0.11 -0.88
S 4.096 7.529 -3.718 0.06 0.13 0.03 0.42
O 4.474 6.432 -2.770 -0.02 0.21 -0.05 -0.55
C 5.589 8.482 -4.064 0.10 -0.03 0.05 -0.99
H 2.319 8.419 -2.399 0.08 -0.02 -0.08 0.22
H 3.888 9.096 -1.902 0.02 -0.07 -0.05 0.31
H 3.086 9.682 -3.390 0.00 -0.07 -0.02 0.43
H 6.064 8.784 -3.130 -0.09 -0.05 0.02 0.31
H 5.331 9.361 -4.657 -0.06 -0.07 0.01 0.40
H 6.275 7.852 -4.632 -0.13 -0.02 0.03 0.33
C -6.501 -4.523 -0.176 0.02 0.09 -0.09 -0.94
S -5.286 -5.491 0.744 0.02 -0.12 -0.13 0.49
O -3.933 -5.126 0.220 -0.29 -0.04 -0.10 -0.57
C -5.732 -7.085 0.026 0.10 0.08 0.08 -0.87
H -6.378 -3.472 0.090 0.04 -0.10 0.05 0.28
H -6.342 -4.645 -1.249 0.06 -0.06 0.05 0.30
H -7.507 -4.848 0.094 0.06 -0.02 0.04 0.39
H -5.620 -7.051 -1.058 0.03 0.11 0.06 0.09
H -6.762 -7.329 0.290 0.05 0.02 0.03 0.41
H -5.066 -7.846 0.434 -0.05 0.10 -0.02 0.40
C -3.765 -9.754 -3.317 0.10 -0.06 0.00 -0.82
S -5.427 -9.403 -2.706 0.02 -0.23 0.15 0.58
O -5.476 -9.827 -1.274 0.05 0.03 -0.44 -0.60
C -6.259 -10.678 -3.676 -0.03 -0.07 -0.01 -1.01
H -3.064 -9.090 -2.809 -0.15 0.00 0.03 0.15
H -3.500 -10.791 -3.103 -0.09 0.03 0.04 0.34
H -3.724 -9.568 -4.391 -0.06 0.02 0.04 0.37
H -5.841 -11.657 -3.441 0.04 0.08 0.07 0.31
H -6.139 -10.463 -4.739 0.01 0.05 0.05 0.36
H -7.319 -10.666 -3.423 0.10 0.08 0.05 0.34
C -1.641 9.218 0.793 -0.04 -0.07 -0.07 -0.88
S -0.108 9.925 1.432 0.01 0.26 -0.21 0.48
O 0.485 10.763 0.349 -0.15 -0.45 0.26 -0.61
C 0.812 8.371 1.475 0.13 -0.13 -0.07 -0.76
H -2.358 10.027 0.649 0.14 0.01 0.06 0.33
H -1.455 8.725 -0.162 0.07 0.05 0.03 0.28
H -2.042 8.504 1.514 0.04 0.04 0.02 0.32
H 0.848 7.930 0.477 -0.03 0.06 -0.01 0.12
H 0.333 7.682 2.174 -0.10 0.09 0.01 0.28
H 1.828 8.581 1.813 -0.08 0.08 -0.03 0.38